No. 1
{
  "formula": "C25H20ClF3O2PPt",
  "method": "ωB97M-V/def2-TZVPD",
  "lumo_energy_ev": [-2.56, -6.58],
  "total_charge": 1,
  "multiplicity": 5,
  "homo_energy_ev": [-10.8, -12.4],
  "s_squared": 6.018,
  "orbital_gap_ev": [8.26, 5.82],
  "elements": ["C", "C", "C", "H", "C", "C", "H", "H", "H", "H", "Pt", "Cl", "P", "C", "C", "H", "C", "H", "C", "H", "C", "H", "C", "H", "C", "C", "H", "C", "H", "C", "H", "C", "H", "C", "H", "C", "C", "H", "C", "H", "C", "H", "C", "H", "C", "H", "F", "C", "F", "F", "C", "O", "O"],
  "coordinates": [[-0.93, -1.70, 3.93], [-0.84, -2.21, 2.58], [0.56, -2.32, 2.24], [-1.69, -2.44, 1.93], [1.31, -2.10, 3.45], [0.41, -1.68, 4.46], [0.68, -1.38, 5.47], [-1.86, -1.49, 4.45], [0.96, -2.59, 1.27], [2.39, -2.18, 3.55], [0.08, -0.14, 2.67], [1.77, 0.95, 1.46], [0.29, 0.05, -0.71], [1.37, -1.03, -1.72], [0.94, -1.71, -2.87], [-0.11, -1.67, -3.17], [1.85, -2.44, -3.64], [1.50, -2.96, -4.54], [3.19, -2.52, -3.27], [3.90, -3.09, -3.88], [3.63, -1.86, -2.12], [4.67, -1.92, -1.82], [2.73, -1.13, -1.33], [3.07, -0.63, -0.43], [-1.35, -0.37, -1.42], [-1.97, -1.54, -0.93], [-1.49, -2.12, -0.14], [-3.20, -1.95, -1.45], [-3.68, -2.85, -1.05], [-3.81, -1.22, -2.47], [-4.77, -1.54, -2.88], [-3.20, -0.07, -2.97], [-3.66, 0.51, -3.77], [-1.97, 0.36, -2.44], [-1.50, 1.27, -2.82], [0.59, 1.66, -1.53], [1.27, 1.82, -2.74], [1.70, 0.95, -3.25], [1.41, 3.10, -3.30], [1.94, 3.20, -4.25], [0.89, 4.21, -2.66], [1.00, 5.20, -3.10], [0.21, 4.06, -1.45], [-0.20, 4.93, -0.93], [0.06, 2.80, -0.88], [-0.45, 2.68, 0.08], [-0.65, 2.94, 6.96], [-1.28, 2.68, 5.77], [-2.62, 2.59, 6.03], [-1.07, 3.74, 4.95], [-0.79, 1.34, 5.08], [-0.90, 0.31, 5.74], [-0.38, 1.50, 3.86]]
}


No. 2
{
  "formula": "C5H9N3",
  "method": "ωB97M-V/def2-TZVPD",
  "lumo_energy_ev": 1.00,
  "smiles": "C1=NCC2(CNC2)N1",
  "total_charge": 0,
  "homo_energy_ev": -8.4,
  "orbital_gap_ev": 9.43,
  "elements": ["C", "N", "C", "C", "C", "N", "C", "N", "H", "H", "H", "H", "H", "H", "H", "H", "H"],
  "coordinates": [[2.16, -0.76, -0.03], [2.27, 0.43, 0.46], [1.04, 1.10, -0.05], [0.00, 0.05, -0.16], [-0.84, -0.25, 1.16], [-1.96, -0.48, 0.19], [-1.38, 0.34, -0.86], [0.82, -1.05, -0.49], [3.03, -1.39, -0.37], [0.72, 1.87, 0.58], [1.19, 1.41, -1.14], [-0.42, -1.13, 1.70], [-1.00, 0.69, 1.80], [-2.95, -0.32, 0.49], [-1.57, 1.46, -0.73], [-1.55, 0.06, -1.90], [0.44, -2.01, -0.66]]
}


No. 3
{
  "formula": "CH4N2O2",
  "method": "ωB97M-V/def2-TZVPD",
  "lumo_energy_ev": [-0.01, -0.48],
  "total_charge": 0,
  "homo_energy_ev": [-8.0, -7.3],
  "orbital_gap_ev": [7.98, 6.85],
  "elements": ["C", "N", "N", "O", "O", "H", "H", "H", "H"],
  "coordinates": [[-0.76, -0.47, 0.13], [-0.22, -0.74, 1.34], [0.77, 0.87, -1.31], [1.45, 0.29, -2.11], [0.71, 2.06, -0.99], [-0.94, -0.97, -0.86], [-1.35, 0.36, 0.32], [-0.07, 0.11, 1.91], [0.42, -1.52, 1.57]]
}


No. 4
{
  "formula": "C3H3NO4",
  "method": "ωB97M-V/def2-TZVPD",
  "lumo_energy_ev": -0.15,
  "smiles": "O=CO/C(C=O)=N\\O",
  "total_charge": 0,
  "homo_energy_ev": -10.6,
  "orbital_gap_ev": 10.50,
  "elements": ["O", "C", "O", "C", "C", "O", "N", "O", "H", "H", "H"],
  "coordinates": [[1.00, -1.39, 1.11], [0.85, -1.55, -0.05], [0.15, -0.65, -0.81], [-0.20, 0.45, -0.19], [0.93, 1.36, 0.03], [2.04, 0.94, -0.29], [-1.34, 0.80, 0.15], [-2.26, -0.25, 0.06], [1.11, -2.40, -0.63], [0.75, 2.45, 0.33], [-3.03, 0.24, 0.30]]
}


| no. | largest force on an atom (eV/A) |
| --- | --- |
| 1 | 3.4 |
| 2 | 3.3 |
| 3 | 3.7 |
| 4 | 3.1 |